ORCA calculation (ωB97M-V/def2-TZVPD) on C8H5ClO2 in the gas phase.

## Properties
spin multiplicity = 1
HOMO energy (spin up / spin down) = -0.3679 / -0.3165 hartree
DFT total energy = -24989.7656 eV

XYZ file:
```
16
Properties=species:S:1:pos:R:3:forces:R:3
Cl -4.987637 1.859850 -0.448456 -1.5 1.6 -1.5
O -3.672471 0.613680 0.492965 1.9 -1.8 1.7
O -2.129539 -1.722777 -0.806164 0.5 -0.4 -0.4
C -0.152593 -0.445043 -0.078068 -2.5 -0.2 1.3
C 0.702296 -0.786486 -1.058351 0.9 1.1 -2.0
C 1.950325 -0.244683 -1.031054 3.0 0.7 1.8
C -1.608940 -0.745670 -0.275219 -0.7 0.1 0.3
C -2.676047 0.112490 0.179349 0.6 0.2 0.1
C 1.588459 0.623773 1.198666 0.6 -1.2 0.4
C 2.455986 0.416545 0.139290 -0.4 -0.9 -0.6
C 0.290848 0.143186 1.075157 1.0 1.0 -0.5
H 0.331398 -1.189162 -1.958511 -0.3 -0.9 -0.8
H 3.545044 0.561323 0.259200 -0.8 0.4 -0.3
H -0.347159 0.281008 1.873888 -1.5 0.3 1.6
H 2.750061 -0.370389 -1.754688 -0.7 -0.4 -0.5
H 1.959976 0.892362 2.191998 -0.2 0.4 -0.5
```
Positions in Å, forces in eV/Å.



ORCA calculation (ωB97M-V/def2-TZVPD) on a molecular structure, C8H5F18O19S6Y.

## Properties
spin multiplicity = 1
HOMO energy = 0.1066 hartree
net charge = -4
DFT total energy = -162252.7070 eV

XYZ file:
```
57
Properties=species:S:1:pos:R:3:forces:R:3
Y -0.182829 0.209991 0.374394 3.8 1.1 -1.6
S 1.549242 3.428290 0.512605 1.9 -1.5 -1.0
S 2.901860 0.374410 2.272865 -0.7 2.7 -0.8
S -2.630786 1.612720 1.590567 1.8 1.2 -0.8
S -0.452620 -2.734970 2.503747 -0.7 1.2 2.6
S 0.485183 1.265841 -3.058320 1.7 -0.3 1.6
S -2.409071 -1.797958 -1.658675 0.3 -1.2 0.1
F 3.057181 -1.465225 4.211650 0.1 0.0 -0.1
F -3.966176 -1.103233 -3.705920 -0.5 -0.2 0.2
F -4.425132 -0.060368 -1.828882 -0.5 -0.1 -0.1
F -5.226670 1.446530 2.140169 -0.1 -0.1 0.4
F 0.541982 2.973081 -5.089322 0.0 0.1 -0.2
F -0.552181 4.576137 -0.673961 -0.1 0.1 -0.1
F 0.244334 5.748184 0.954910 -0.1 0.0 0.0
F 2.812972 -2.299709 2.239264 0.4 -0.3 -0.3
F -1.449783 2.782756 -4.281280 -0.2 0.1 0.0
F -0.362177 -5.336157 2.873390 0.0 -0.3 0.1
F 1.300071 5.676282 -0.922282 0.0 0.1 -0.1
F -3.978707 0.001027 3.212653 -0.2 0.1 0.4
F -0.675859 -4.776177 0.799491 -0.1 -0.2 0.1
F 0.057414 3.904586 -3.201381 -0.1 0.3 0.0
F -4.441214 -0.275966 1.123419 0.1 -0.1 0.1
F -2.702254 0.472905 -3.002006 -0.2 -0.1 0.1
F 1.288126 -4.625685 1.666207 0.1 -0.1 0.2
F 4.730017 -1.453730 2.862145 0.2 -0.3 -0.2
O -1.860618 -2.870663 2.829304 0.2 -0.5 -0.7
O -2.727632 2.909963 2.227668 -0.9 -0.9 0.0
O 2.375043 3.012260 -0.598945 -0.9 0.9 0.1
O -0.198277 1.312677 -1.751158 -0.3 0.5 -1.4
O 0.466784 2.476659 0.788726 -0.2 0.9 0.4
O -1.553964 0.761045 2.106215 -0.9 -0.2 1.2
O 3.225965 1.316689 3.331650 0.0 -1.2 0.8
O -1.489141 -0.984913 -0.865943 -1.2 -0.5 -0.8
O 1.435484 0.300709 2.057965 1.4 -0.7 0.7
O 0.361699 -2.548513 3.693425 0.1 -0.7 -0.7
O 1.893671 1.564364 -2.997166 -0.5 0.4 -0.5
O -1.742626 -2.561537 -2.687452 -0.5 0.4 0.1
O -2.485068 1.640987 0.132837 -1.1 -0.2 0.8
O -0.167139 -1.751719 1.472756 -0.1 -1.8 -0.3
O 3.687603 0.637727 1.096435 0.1 -1.2 0.3
O 0.178359 0.125760 -3.884563 -1.0 0.4 -0.4
O 2.350150 3.895552 1.622627 -1.2 0.5 0.3
O 1.799306 -0.441895 -0.767181 -1.3 -0.7 0.8
O -3.358421 -2.528410 -0.844285 -0.1 0.4 -0.4
C 0.575067 4.922739 -0.070488 0.3 -0.3 0.4
C -0.012522 -4.463832 1.919710 -0.1 1.2 -0.6
C 1.855720 -1.587468 -1.536346 -0.7 0.5 0.1
C 2.620380 -2.771332 -0.918772 0.8 0.5 -0.8
C -0.148969 2.820023 -3.932201 0.3 -1.2 0.2
C -4.154471 0.620326 2.061158 0.3 0.5 -1.1
C -3.448018 -0.549827 -2.587234 1.4 0.3 -0.1
C 3.387473 -1.321900 2.907748 -0.6 1.0 0.6
H 3.650624 -2.484119 -0.665088 -0.3 0.3 0.5
H 0.833202 -1.955002 -1.743263 0.0 -0.3 -0.2
H 2.081170 -3.153224 -0.060336 0.2 -0.2 0.1
H 2.801561 -3.518823 -1.708429 -0.6 -0.3 0.2
H 2.254681 -1.367864 -2.544822 0.3 0.0 0.0
```
Positions in Å, forces in eV/Å.